A structure of composition C14H20Cl3N2O2PdS2Si2. Source: the Open Molecules 2025 dataset; level of theory: wB97M-V/def2-TZVPD.

The geometry in XYZ format:
```
46
Properties=species:S:1:pos:R:3:forces:R:3
Pd -0.6397 -0.1328 0.1839 -0.0217 0.7817 -0.1236
O 3.8896 -0.8641 -0.3840 -0.2041 0.2029 0.0145
C 4.2826 0.4069 -0.2254 -0.1506 -0.0014 0.0848
C 5.6537 0.6264 -0.1416 0.1833 0.1193 -0.0031
C 6.1356 1.9026 0.0357 0.1309 0.0086 -0.0034
C 5.2762 3.0062 0.1422 0.1518 -0.0101 -0.0087
C 3.9280 2.8070 0.0754 -0.2793 -0.2133 -0.0091
C 3.3888 1.5045 -0.1077 0.2279 0.1251 0.0607
C 1.9640 1.3023 -0.1491 -0.1009 0.3284 -0.1293
O 1.4527 0.1905 -0.4307 0.0119 -0.1327 0.0340
N 1.1743 2.4281 0.0865 0.2017 -0.4115 -0.1083
N -0.1073 2.1510 0.1971 0.0708 0.1889 -0.0553
C -0.8513 3.2650 0.1118 0.0843 -0.3186 0.0924
S -0.1793 4.7918 -0.2860 0.1762 -0.0428 -0.0088
C -1.7187 5.6912 0.0352 -0.0324 0.1050 -0.0206
C -2.8665 4.7953 -0.3620 -0.0667 0.0116 0.0082
S -2.5324 3.1696 0.3566 -0.0173 0.0055 0.1020
H 2.9188 -0.8701 -0.4517 -0.0378 -0.0194 -0.0858
H 6.3163 -0.2255 -0.2234 -0.0336 0.0387 0.0016
H 7.2073 2.0563 0.0916 -0.0571 -0.0110 -0.0015
H 5.6796 4.0018 0.2730 -0.0211 -0.0640 -0.0020
H 3.2468 3.6425 0.1566 -0.0053 -0.0524 -0.0053
H -1.7009 6.6092 -0.5494 0.0221 0.0050 -0.0112
H -1.7508 5.9372 1.0944 -0.0128 0.0547 0.0542
H -2.9327 4.6672 -1.4405 -0.0317 0.0357 -0.0708
H -3.8240 5.1402 0.0250 0.0294 0.0256 0.0045
Cl -2.9179 0.9952 -2.9020 0.1509 0.1978 -0.0575
Si -2.6321 -0.0343 -1.1734 -0.2619 -0.4796 0.1378
Cl -4.1644 0.4555 0.1231 -0.2411 -0.2869 -0.0262
Cl -2.9275 -2.0334 -1.6006 0.0492 0.0917 -0.0545
C 1.0181 -1.2098 2.8313 0.2623 0.0725 0.2030
Si -0.2538 -2.2725 2.0017 0.4005 -0.0369 -0.1946
C -1.9377 -1.5734 2.3245 -0.3912 0.1111 -0.1028
C -0.1582 -4.0312 2.5536 -0.0497 -0.3846 0.1573
C 0.2018 -2.3951 0.1691 0.0027 -0.2674 0.0931
H 0.8490 -1.1802 3.9131 0.0606 -0.0115 -0.0949
H 0.9855 -0.1781 2.4732 0.0224 0.0860 0.0297
H 2.0306 -1.5877 2.6519 -0.1007 0.0437 0.0481
H -2.1504 -1.7187 3.3889 -0.0596 0.0569 -0.0513
H -2.7249 -2.0579 1.7411 0.0282 0.0190 0.0946
H -2.0178 -0.4883 2.1565 -0.0838 0.0485 0.0463
H -0.3954 -4.0786 3.6239 0.0466 -0.0730 -0.1329
H 0.8471 -4.4296 2.3933 -0.1123 -0.0127 0.0564
H -0.8727 -4.6514 2.0053 0.0782 0.0058 0.1095
H -0.4120 -2.9302 -0.5480 0.0192 0.0790 -0.0673
H 1.2653 -2.4689 -0.0408 -0.0383 -0.0187 -0.0041
```
Positions in Å, forces in eV/Å.

2S+1 ... 5
Charge ... +1
Kohn-Sham gap (alpha / beta) ... 7.47 / 5.95 eV